The following is a quantum chemistry calculation of C22H40N7O4PTb as an isolated structure at a distorted geometry, from OMol25.

XYZ file:
```
75
C22H40N7O4PTb | OMol25 | ωB97M-V/def2-TZVPD
C 12.955 12.064 11.060
H 13.760 9.853 14.455
H 11.475 10.079 5.116
H 13.425 8.982 5.886
N 11.247 10.611 5.947
H 14.349 9.898 12.529
H 12.866 12.266 13.870
H 13.616 12.590 10.374
H 14.546 7.292 12.675
C 10.770 11.898 6.017
H 13.766 7.244 11.075
C 12.056 8.843 7.543
H 11.964 7.067 12.518
H 12.163 12.024 15.468
H 6.825 7.930 11.199
H 10.432 13.146 7.797
C 13.822 7.838 12.017
H 6.480 11.914 11.112
C 11.970 6.593 8.540
C 9.874 12.517 12.847
N 12.488 7.950 12.709
H 14.771 10.661 10.091
C 11.698 8.011 8.672
H 6.565 10.111 7.786
O 11.150 8.478 9.760
H 10.843 10.173 14.625
C 6.941 8.262 10.143
H 13.872 6.559 5.755
C 13.248 6.936 6.533
C 10.722 12.209 7.370
H 13.865 9.267 9.558
N 10.545 11.958 11.656
N 11.137 11.137 8.128
C 11.662 12.814 11.131
C 7.523 10.427 8.290
C 12.973 8.316 6.605
H 8.391 9.861 7.881
Tb 10.690 9.482 11.643
H 12.744 9.474 15.809
H 11.587 7.734 14.575
C 11.499 10.167 7.243
H 11.869 13.729 11.743
C 12.559 8.074 14.176
H 6.218 10.426 12.037
H 13.542 12.106 12.013
H 15.586 9.060 11.581
H 7.610 7.581 9.627
O 8.861 10.156 10.629
H 12.329 10.848 9.627
H 10.647 12.514 5.142
H 9.304 13.435 12.615
H 11.647 5.977 9.384
H 9.061 11.803 13.088
N 12.747 10.744 10.583
N 8.972 7.785 13.289
H 11.394 13.147 10.090
H 5.933 8.029 9.655
C 14.480 9.191 11.709
C 6.184 10.835 10.979
H 13.341 7.424 14.543
H 7.631 11.537 8.196
C 10.773 12.809 14.031
O 9.520 7.356 12.168
P 7.453 9.970 10.039
C 14.006 9.946 10.437
C 12.762 9.504 14.688
H 10.062 12.938 14.912
H 11.202 13.829 13.952
C 12.637 6.059 7.439
H 12.785 4.971 7.310
H 9.793 11.922 10.896
N 11.742 10.428 14.162
O 9.223 9.052 13.402
C 11.958 11.853 14.387
H 5.159 10.738 10.529
```

lowest unoccupied orbital energy (alpha / beta): -2.2 / -2.2 eV
charge: +1
2S+1: 7
Kohn-Sham gap (alpha / beta): 7.530 / 7.565 eV
expectation value of S²: 12.608



The following is a quantum chemistry calculation of C26H42BrN3P2STi as an isolated structure at a distorted geometry, from OMol25.

XYZ file:
```
76
C26H42BrN3P2STi | OMol25 | ωB97M-V/def2-TZVPD
H 2.641 0.440 1.176
C -2.668 -0.111 -3.829
H -0.794 0.865 3.631
C 1.399 -1.793 -2.174
H -3.488 1.480 -1.150
Ti -0.540 -0.611 0.705
H -0.262 3.152 0.266
H 3.300 2.839 1.509
C -0.082 -2.616 2.458
H -3.118 -4.350 0.707
S -2.861 -0.725 1.154
H -5.040 -3.515 1.768
C 2.483 -3.765 2.687
H 0.033 2.321 5.414
H 3.036 2.700 3.252
C -2.507 1.952 -1.308
P 0.575 1.463 1.747
C 1.827 -3.157 3.766
P -1.238 0.592 -1.406
C 3.133 -1.230 -3.762
C 0.487 -2.776 3.730
C 0.678 4.344 1.795
C 0.626 3.099 0.914
N -2.796 -3.389 0.640
H -1.612 3.464 -2.628
C -3.426 -2.378 1.218
H 4.054 -0.710 -4.035
H 2.321 0.247 2.886
H 1.492 3.090 0.239
C 2.509 -0.987 -2.525
H -0.064 -2.492 4.619
C 0.925 -2.736 -3.102
H 1.079 1.994 -4.183
C 3.265 2.134 2.344
H 1.046 0.854 -2.003
H 1.465 1.567 4.689
H -3.336 3.693 -2.303
C 0.194 -2.482 0.036
H 2.923 -0.246 -1.843
H 1.609 4.429 2.369
H 2.404 -4.115 0.551
H -2.812 2.437 -3.428
H 1.050 3.256 4.322
Br 2.798 -2.639 5.344
C 0.634 2.256 4.497
N 2.668 -2.136 -4.630
C 0.178 1.445 -3.870
H 0.253 2.426 -1.952
C 0.156 1.402 -2.340
H -3.556 0.445 -3.501
H 1.201 -3.547 -5.077
H -1.050 -2.081 2.348
C 2.301 0.987 2.070
H -1.044 2.538 3.162
H -3.015 -0.958 -4.440
H -2.421 -1.388 -2.100
N -4.572 -2.627 1.892
H -0.161 4.398 2.496
C 0.693 -1.752 -0.919
C -0.261 1.788 3.353
H 0.243 0.446 -4.331
C 0.627 -3.064 1.320
H -2.288 2.503 -0.380
C 1.874 -3.730 1.432
H -0.678 1.979 -4.308
H -2.082 0.536 -4.490
H -1.944 -3.237 0.115
H 3.440 -4.202 2.890
C 1.568 -2.837 -4.342
H -0.951 -1.163 -3.029
C -1.841 -0.634 -2.660
C -2.562 2.932 -2.481
H -5.136 -1.866 2.215
H 0.118 -3.415 -2.829
H 4.276 1.734 2.478
H 0.623 5.231 1.151
```

lowest unoccupied orbital energy (alpha / beta): -6.4 / -7.1 eV
charge: +2
2S+1: 3
Kohn-Sham gap (alpha / beta): 7.064 / 7.205 eV
expectation value of S²: 2.011



The following is a quantum chemistry calculation of C17H29LuN2 as an isolated structure at a distorted geometry, from OMol25.

XYZ file:
```
49
C17H29LuN2 | OMol25 | ωB97M-V/def2-TZVPD
C -2.852 -0.693 -0.995
H 1.844 1.668 -2.025
H -0.791 -0.684 -4.091
H -1.754 1.283 1.481
C -1.288 1.803 2.340
H -0.767 -2.545 2.035
H -1.806 -3.535 0.999
H 0.285 3.462 -0.110
H -0.236 4.850 -2.081
C 0.728 -1.471 -1.691
C -1.406 -1.028 -0.935
C 1.217 -0.580 3.615
N -0.441 0.660 4.360
N 0.701 0.205 2.542
H 0.064 0.717 -3.444
H -3.446 -1.509 -1.441
H 0.571 -0.703 5.733
C 0.392 3.033 -1.117
H -1.675 0.544 -3.176
H 2.381 2.477 -0.531
H 1.498 4.758 -1.856
H 2.014 -1.290 3.463
C 0.517 -2.223 -0.491
H -2.334 -1.913 1.486
H -1.145 1.081 4.964
H -3.037 0.197 -1.608
H 2.048 -0.499 -3.069
H 1.390 -4.201 -0.543
H 1.983 -2.254 -3.255
H 2.874 -1.558 -1.896
Lu 1.142 0.093 0.275
C -0.798 -1.910 -0.008
C 0.616 4.169 -2.112
C -1.458 -2.503 1.182
C 0.503 -0.301 4.733
C 1.463 -3.258 0.023
H 1.269 -3.487 1.080
C 1.517 2.013 -1.032
H 1.276 -1.339 1.364
H -0.801 2.729 1.984
C -0.460 -0.741 -1.959
H 2.505 -2.910 -0.070
H -0.571 2.541 -1.348
H -3.272 -0.503 0.000
H -2.091 2.081 3.046
H 0.736 3.816 -3.140
C -0.730 -0.008 -3.220
C 1.967 -1.444 -2.511
C -0.339 0.909 3.049
```

lowest unoccupied orbital energy (alpha / beta): -9.1 / -9.3 eV
charge: +2
2S+1: 1
Kohn-Sham gap (alpha / beta): 5.972 / 5.752 eV



Ordered DFT total energy results: -2712.23838 -5684.00203 -2009.52491; unit Eh.